# 1
Computed, not measured: a molecular structure, C13H28GdN2O2P2 in a non-equilibrium geometry, with the ωB97M-V functional and the def2-TZVPD basis.

Element x y z (Å)
Gd -0.285 0.304 0.246
P -2.480 -1.199 1.021
P -0.485 3.011 0.372
N 0.313 -1.776 -0.679
N 1.622 0.763 -0.920
H 2.238 -2.607 -1.455
H 3.393 -0.427 -1.490
H 2.289 -1.821 0.120
C 1.795 -1.771 -0.872
H 2.069 -0.525 -2.633
C 2.285 -0.437 -1.544
H -0.040 -3.817 -0.238
H 2.779 2.439 -1.487
C -0.410 -2.784 -0.179
C 1.866 2.065 -0.987
C -1.681 -2.670 0.436
C 1.072 3.124 -0.453
H -2.120 -3.636 0.705
H 1.527 4.108 -0.577
H -1.730 3.445 -0.199
H -0.511 3.294 1.786
H -3.585 -0.783 0.209
H -2.794 -1.005 2.423
H 0.199 1.158 -2.960
C -0.832 0.796 -3.094
C -1.790 1.972 -3.105
C -0.919 -0.123 -4.285
O -1.177 0.032 -1.891
H -1.620 2.576 -4.014
H -2.832 1.620 -3.124
H -1.643 2.628 -2.243
H -0.208 -0.949 -4.197
H -1.942 -0.515 -4.397
H -0.667 0.423 -5.203
H -0.721 -0.875 -1.854
C 0.387 0.022 4.544
C 0.307 -1.432 3.999
C 1.191 -1.356 2.761
O 0.900 0.015 2.216
C 0.237 0.855 3.268
H -0.342 0.256 5.307
H 1.388 0.179 4.956
H -0.724 -1.656 3.693
H 0.616 -2.201 4.695
H 2.259 -1.465 3.013
H 0.936 -2.076 1.988
H -0.828 0.969 3.024
H 0.701 1.854 3.299

Cartesian forces, eV/Å:
Gd 0.691 2.109 0.470
P -0.723 1.752 0.170
P 0.058 -0.302 0.250
N 0.512 -1.553 0.756
N -0.108 -1.336 -0.173
H -0.718 0.198 0.264
H -0.532 0.111 0.241
H -0.510 -0.094 -0.244
C 0.580 0.457 -0.128
H -0.130 0.352 0.568
C -0.120 0.546 -0.355
H 0.104 0.309 0.060
H -0.337 -0.332 0.201
C 0.690 0.044 -0.772
C -0.151 0.287 0.084
C -0.221 -1.496 0.226
C 0.480 0.056 -0.370
H 0.250 0.229 0.041
H -0.259 -0.261 0.113
H 0.878 0.340 0.321
H -0.041 0.455 -0.981
H 0.323 -0.690 0.554
H -0.282 -1.165 -0.982
H -0.267 -0.094 -0.067
C 0.088 0.226 0.052
C -0.135 0.079 -0.659
C -0.347 0.132 -0.424
O 0.298 -1.387 0.170
H -0.067 -0.241 0.431
H 0.283 0.093 0.013
H 0.011 -0.118 -0.124
H -0.088 -0.024 0.004
H 0.368 0.057 0.038
H -0.048 -0.116 0.226
H -0.777 1.610 -0.852
C 0.593 -0.516 -0.600
C -0.255 0.690 -0.327
C -0.112 0.735 0.595
O 0.007 -0.358 1.038
C 0.449 -0.683 0.347
H -0.217 0.038 0.062
H -0.141 0.067 0.053
H 0.080 -0.014 0.113
H 0.160 -0.006 0.184
H -0.372 0.412 -0.235
H -0.039 -0.003 -0.056
H 0.028 -0.039 -0.196
H 0.062 -0.555 -0.103

## Properties
Spin multiplicity ... 9
Energy relative to the best compared isomer or geometry (same formula, charge and spin) ... 59.8 kcal/mol
Kohn-Sham gap (spin up / spin down) ... 0.2861 / 0.1646 Ha
Expectation value of S² ... 20.328
LUMO energy (spin up / spin down) ... -6.3 / -9.6 eV
Total charge ... +2

=====

# 2
Computed, not measured: 2 unconnected molecules or ions with the total composition C20H19NO3 in a non-equilibrium geometry, with the ωB97M-V functional and the def2-TZVPD basis.

Element x y z (Å)
O 0.253 -2.210 0.670
C -0.423 -1.285 0.260
C 0.171 -0.029 -0.334
C 1.256 0.621 0.207
C 1.677 1.779 -0.406
C 1.078 2.300 -1.524
C -0.013 1.640 -2.072
C -0.443 0.491 -1.460
C -1.653 -0.258 -1.973
O -1.844 -0.458 -3.157
C -2.560 -0.765 -0.868
C -3.938 -0.700 -0.920
C -4.598 -0.074 -2.145
C -4.386 1.451 -2.054
O -4.842 1.835 -0.751
C -4.692 -1.164 0.139
C -4.052 -1.698 1.227
C -2.681 -1.769 1.297
C -1.934 -1.294 0.257
H 1.742 0.233 1.093
H 2.512 2.331 0.017
H 1.395 3.225 -1.994
H -0.566 1.984 -2.942
H -4.174 -0.483 -3.061
H -5.674 -0.271 -2.165
H -3.324 1.719 -2.113
H -4.933 1.990 -2.838
H -4.403 2.651 -0.498
H -5.772 -1.078 0.096
H -4.671 -2.044 2.051
H -2.222 -2.173 2.193
C 5.610 -1.123 0.741
C 6.048 -0.815 2.169
C 4.881 -0.403 3.073
C 4.235 0.811 2.557
N 3.728 1.766 2.152
H 5.179 -0.246 0.256
H 6.464 -1.439 0.142
H 4.868 -1.924 0.723
H 6.796 -0.019 2.150
H 6.530 -1.697 2.595
H 5.236 -0.206 4.085
H 4.139 -1.201 3.126

Cartesian forces, eV/Å:
O -0.432 0.759 0.059
C 0.216 -0.317 0.142
C -0.339 -0.634 0.337
C 0.028 -0.453 0.158
C 1.274 0.969 0.521
C -0.774 0.186 -0.846
C -0.006 0.104 -0.265
C -1.211 -0.860 -0.288
C 0.055 -0.151 -0.086
O 0.013 0.339 0.591
C 0.545 0.145 -0.290
C -0.582 0.130 -1.572
C 0.071 0.450 0.333
C 0.069 -0.185 0.398
O -0.229 0.151 -0.214
C -0.010 0.145 -0.308
C -0.976 -0.228 0.726
C 0.174 -0.509 0.964
C 1.118 0.262 -0.560
H 0.032 0.092 -0.082
H -0.063 -0.188 0.086
H 0.230 -0.071 0.249
H 0.266 0.109 0.018
H 0.005 0.173 0.062
H 0.125 -0.012 0.203
H -0.094 -0.212 -0.328
H 0.048 -0.123 0.063
H -0.060 0.027 -0.014
H 0.076 -0.047 0.063
H 0.241 -0.042 0.032
H 0.157 -0.003 -0.199
C 0.026 -0.008 0.003
C 0.081 -0.107 -0.280
C 0.183 0.136 -0.190
C -0.428 0.530 -0.017
N 0.439 -0.677 0.283
H -0.043 -0.009 0.040
H -0.019 -0.026 0.007
H -0.004 0.020 -0.022
H -0.024 0.007 0.104
H -0.040 0.043 0.105
H -0.087 0.042 0.022
H -0.048 0.041 -0.009

## Properties
Energy relative to the best compared isomer or geometry (same formula, charge and spin) ... 17.3 kcal/mol
Kohn-Sham gap ... 0.3372 Ha
LUMO energy ... -0.2 eV

=====

# 3
Computed, not measured: 14 unconnected molecules or ions with the total composition C42H98N14O14 in a non-equilibrium geometry, with the ωB97M-V functional and the def2-TZVPD basis.

Element x y z (Å)
C 0.312 2.305 9.718
C -0.060 1.861 8.283
O -0.276 2.666 7.441
N -0.021 0.582 8.012
C -0.037 0.007 6.686
H -0.480 2.762 10.312
H 0.931 3.190 9.570
H 1.009 1.576 10.130
H -0.071 -0.066 8.786
H -0.885 0.353 6.095
H -0.086 -1.070 6.842
H 0.946 0.220 6.267
C 3.836 -1.945 -1.426
C 4.758 -2.262 -0.254
O 5.922 -1.941 -0.314
N 4.365 -2.914 0.859
C 2.999 -3.395 1.213
H 4.221 -2.190 -2.416
H 3.746 -0.866 -1.550
H 2.905 -2.502 -1.318
H 5.042 -2.923 1.608
H 2.998 -3.884 2.188
H 2.746 -3.980 0.330
H 2.325 -2.538 1.236
C -3.125 1.976 0.712
C -3.858 1.645 1.946
O -5.045 1.307 1.877
N -3.142 1.770 3.098
C -3.746 1.338 4.353
H -3.532 1.497 -0.179
H -2.070 1.708 0.768
H -3.171 3.033 0.451
H -2.252 2.247 3.067
H -4.552 0.647 4.107
H -3.980 2.211 4.962
H -2.986 0.811 4.930
C 3.587 -0.497 3.050
C 4.597 0.333 3.834
O 4.242 1.359 4.370
N 5.793 -0.138 3.908
C 6.942 0.559 4.389
H 2.573 -0.520 3.449
H 3.939 -1.528 3.073
H 3.576 -0.159 2.014
H 5.889 -1.092 3.589
H 6.663 1.423 4.993
H 7.583 0.950 3.599
H 7.567 0.016 5.097
C -7.316 0.548 -3.413
C -7.298 -0.476 -2.232
O -8.281 -1.110 -2.019
N -6.201 -0.557 -1.462
C -6.107 -1.395 -0.297
H -7.049 0.078 -4.360
H -6.631 1.337 -3.102
H -8.275 1.061 -3.479
H -5.351 -0.154 -1.829
H -7.054 -1.683 0.159
H -5.558 -0.883 0.494
H -5.380 -2.173 -0.529
C 3.650 2.151 -3.659
C 2.546 2.287 -4.702
O 2.043 3.402 -4.808
N 2.083 1.224 -5.354
C 0.992 1.369 -6.292
H 3.744 1.107 -3.362
H 3.355 2.788 -2.825
H 4.630 2.464 -4.022
H 2.675 0.431 -5.556
H 1.405 1.873 -7.166
H 0.097 1.811 -5.856
H 0.697 0.370 -6.613
C -4.032 0.676 -4.737
C -3.382 1.424 -3.565
O -3.747 1.060 -2.490
N -2.494 2.406 -3.842
C -1.765 2.989 -2.733
H -4.737 1.288 -5.301
H -4.547 -0.236 -4.435
H -3.160 0.519 -5.371
H -2.320 2.736 -4.780
H -1.794 2.429 -1.798
H -2.215 3.942 -2.455
H -0.725 3.127 -3.027
C 3.173 -3.327 -5.200
C 3.389 -1.897 -5.684
O 3.592 -1.008 -4.864
N 3.414 -1.793 -7.012
C 3.682 -0.550 -7.786
H 3.957 -3.839 -5.756
H 2.188 -3.599 -5.578
H 3.156 -3.499 -4.123
H 3.224 -2.686 -7.445
H 4.637 -0.672 -8.296
H 3.801 0.255 -7.061
H 2.854 -0.367 -8.471
C 0.843 0.885 -1.265
C 0.530 0.680 0.235
O 1.231 1.279 1.084
N -0.358 -0.235 0.534
C -0.652 -0.659 1.911
H -0.075 1.173 -1.777
H 1.402 0.069 -1.723
H 1.538 1.725 -1.238
H -0.380 -0.960 -0.170
H -0.533 -1.734 2.046
H -1.687 -0.393 2.124
H 0.099 -0.162 2.525
C -1.527 4.782 5.326
C -0.169 4.757 4.635
O 0.158 5.744 3.991
N 0.500 3.581 4.667
C 1.803 3.323 4.024
H -1.447 4.601 6.398
H -2.347 4.389 4.724
H -1.757 5.846 5.261
H 0.373 3.167 5.580
H 2.602 3.480 4.749
H 1.975 4.026 3.209
H 1.839 2.340 3.553
C -4.195 -2.073 3.011
C -3.064 -2.606 3.869
O -2.467 -1.885 4.645
N -2.767 -3.883 3.635
C -1.594 -4.446 4.225
H -5.133 -2.023 3.564
H -4.451 -2.803 2.243
H -3.974 -1.102 2.567
H -2.978 -4.322 2.750
H -0.891 -3.837 4.793
H -1.099 -4.920 3.378
H -1.882 -5.212 4.945
C 0.576 4.455 0.210
C 2.062 4.666 0.159
O 2.491 5.727 -0.194
N 2.842 3.595 0.402
C 4.307 3.705 0.505
H 0.339 4.266 1.257
H 0.378 3.592 -0.425
H 0.003 5.297 -0.179
H 2.331 2.771 0.684
H 4.647 2.916 -0.166
H 4.476 3.653 1.580
H 4.641 4.678 0.144
C -0.777 -1.084 -4.066
C -1.079 -2.202 -5.038
O -1.964 -2.028 -5.880
N -0.416 -3.361 -4.845
C -0.687 -4.475 -5.631
H 0.197 -1.150 -3.581
H -1.398 -0.928 -3.184
H -0.711 -0.253 -4.769
H 0.059 -3.505 -3.966
H -1.740 -4.391 -5.901
H -0.607 -5.455 -5.160
H -0.100 -4.437 -6.548
C -2.502 -2.909 -1.466
C -1.154 -3.504 -1.180
O -0.435 -2.993 -0.303
N -0.734 -4.470 -1.989
C 0.557 -5.102 -1.755
H -2.510 -1.866 -1.151
H -3.263 -3.387 -0.849
H -2.816 -2.879 -2.509
H -1.366 -4.901 -2.649
H 0.386 -6.088 -1.321
H 1.281 -4.514 -1.191
H 1.009 -5.225 -2.739

Cartesian forces, eV/Å:
C 0.724 0.446 -1.146
C 0.436 0.479 2.947
O -0.543 2.634 -2.613
N -0.194 -2.664 0.991
C 0.302 -0.220 0.431
H -0.277 -0.986 0.186
H 0.227 0.017 -0.345
H -0.654 -0.092 0.769
H 0.240 0.197 -0.110
H 0.281 -0.013 -0.131
H -0.225 0.031 -0.314
H -0.264 0.136 -0.686
C -0.312 -0.582 0.224
C 0.705 0.116 -0.772
O 1.141 0.673 -0.307
N -1.610 -0.741 1.342
C 1.079 1.314 -1.488
H 0.643 -0.489 0.335
H -0.511 0.052 0.594
H -0.453 0.582 -0.060
H 0.145 0.061 -0.450
H 0.044 -0.282 -0.440
H -0.654 -0.656 0.721
H -0.254 -0.064 0.216
C 0.986 0.315 -1.456
C -1.045 0.278 0.055
O 0.972 -0.186 0.654
N -0.948 -0.520 -0.384
C 1.299 0.337 0.163
H -0.212 -0.273 0.297
H 0.088 0.069 0.103
H -0.066 0.240 0.388
H -0.038 -0.247 0.116
H -0.143 0.498 0.311
H -0.773 -0.129 -0.051
H -0.044 -0.289 -0.080
C 0.585 -0.753 0.064
C -4.089 1.088 0.108
O -0.088 1.238 0.320
N 3.115 -2.472 -0.287
C 0.811 1.126 0.934
H 0.202 0.554 0.140
H -0.098 -0.189 -0.272
H -0.107 0.028 0.008
H 0.434 0.315 -0.113
H -0.537 0.039 -0.291
H -0.073 -0.210 -0.222
H -0.145 -0.657 -0.301
C 0.811 0.081 1.451
C 0.230 1.457 -1.435
O -2.272 -1.611 0.674
N 0.365 0.622 -0.360
C 1.343 0.280 0.545
H 0.030 0.134 0.101
H 0.452 0.062 -0.611
H -0.187 -0.611 0.030
H 0.072 0.325 0.251
H 0.072 -0.296 -0.726
H -0.216 0.670 0.058
H -0.663 -0.992 0.040
C -0.148 -0.949 -0.381
C 0.634 2.143 1.384
O -0.471 -0.306 -0.439
N -0.750 -0.949 -0.616
C 0.445 -0.462 -0.360
H 0.081 0.003 0.230
H 0.118 -0.078 -0.031
H -0.143 0.177 -0.160
H 0.142 0.086 1.045
H -0.778 0.498 -0.181
H 0.342 0.464 -0.111
H 0.033 -0.159 -0.030
C 1.229 1.114 -0.623
C -1.687 -0.483 -3.405
O 0.271 -0.224 3.473
N -0.006 -0.770 1.054
C 0.270 1.106 0.078
H 0.023 0.199 0.101
H 0.445 0.134 0.127
H -0.389 -0.777 -0.610
H -0.096 -0.278 0.226
H -0.246 -0.560 -0.482
H 0.221 0.278 -0.113
H -0.004 0.199 0.081
C -0.428 0.418 -1.108
C 0.405 -0.347 2.336
O 0.056 0.271 -0.621
N -0.208 0.431 -0.675
C 0.115 -1.149 0.756
H -0.131 -0.829 0.521
H 0.014 -0.459 -0.127
H 0.484 0.389 -0.215
H 0.094 0.476 -0.637
H -0.184 0.128 -0.243
H -0.091 -0.033 -0.246
H 0.207 0.140 0.020
C 0.008 0.776 1.246
C 3.366 1.134 0.155
O -1.350 -0.386 -0.748
N -0.996 -1.698 0.215
C 0.361 0.271 -0.556
H 0.240 -0.311 -0.331
H -0.425 -0.298 0.042
H -0.118 0.138 -0.380
H -0.673 -0.208 0.027
H 0.007 -0.017 -0.344
H 0.230 0.138 0.463
H -0.479 0.162 0.367
C 0.476 1.910 0.174
C -0.633 0.676 -1.186
O 0.412 -0.423 -0.131
N 0.506 -0.466 0.156
C -0.368 0.838 0.046
H -0.475 -0.879 -0.229
H 0.222 -0.954 0.417
H -0.031 0.201 0.182
H -0.146 -0.690 -0.053
H 0.112 -0.368 -0.135
H -0.250 0.240 0.130
H -0.052 -0.097 0.470
C -0.442 -0.607 -0.148
C -1.070 2.002 -1.032
O 0.197 -0.239 0.534
N 0.709 -0.463 0.143
C 0.672 -1.738 0.300
H 0.166 0.376 0.377
H 0.198 0.104 -0.384
H -0.002 -0.092 0.155
H -0.539 0.489 0.237
H -0.453 0.773 -0.576
H 0.605 -0.244 0.407
H 0.019 -0.313 -0.065
C -0.052 -0.608 0.184
C -0.650 -0.259 -0.716
O 1.190 2.069 -0.329
N -0.314 0.478 -0.131
C -1.762 -0.108 -0.042
H -0.497 -0.200 -0.070
H -0.391 -0.248 0.268
H 0.416 0.092 0.188
H 0.408 -0.412 0.277
H 0.907 -0.073 0.652
H 1.009 -0.522 -0.188
H -0.265 -0.107 -0.082
C 1.389 0.210 -0.222
C -1.931 0.655 0.833
O 1.247 -0.585 0.291
N 0.931 0.751 1.512
C -1.268 -1.236 -1.676
H 0.446 -0.293 -0.360
H -0.888 -0.018 -0.661
H -0.317 0.586 0.708
H 0.038 0.474 -0.205
H -0.068 -0.175 -0.483
H 0.510 0.217 0.338
H -0.013 -0.405 -0.143
C -0.586 0.518 0.226
C 0.113 2.142 0.645
O -0.446 -0.942 -0.679
N 0.771 -0.488 0.347
C -0.021 -0.586 -1.033
H 0.209 0.009 0.165
H -0.088 -0.212 -0.149
H 0.082 -0.513 -0.064
H 0.025 0.144 0.182
H 0.391 0.036 0.174
H -0.721 0.131 0.240
H 0.186 -0.371 -0.074

## Properties
Energy relative to the best compared isomer or geometry (same formula, charge and spin) ... 105.3 kcal/mol
Kohn-Sham gap ... 0.2937 Ha
LUMO energy ... -0.4 eV

=====

# 4
Computed, not measured: 9 unconnected molecules or ions with the total composition H18O9, with the ωB97M-V functional and the def2-TZVPD basis.

Element x y z (Å)
O -1.323 1.669 1.062
H -1.673 1.502 1.943
H -0.400 1.341 1.072
O -0.788 1.020 -3.207
H -0.364 0.616 -2.421
H -0.069 1.347 -3.757
O 1.468 0.865 1.187
H 2.140 0.877 1.882
H 1.791 1.484 0.516
O -0.080 -0.431 -0.873
H -1.058 -0.511 -0.804
H 0.238 -0.456 0.046
O -2.672 2.648 -1.368
H -2.032 3.148 -1.882
H -2.130 2.046 -0.833
O 3.074 -0.958 2.620
H 2.192 -1.202 2.292
H 3.149 -1.382 3.483
O 0.290 -1.819 1.820
H -0.024 -1.241 2.530
H -0.461 -2.386 1.605
O -2.851 -0.705 -1.229
H -3.443 -1.442 -1.041
H -3.068 -0.405 -2.124
O 3.018 -1.804 -1.057
H 2.868 -2.537 -0.450
H 2.205 -1.282 -1.011

Cartesian forces, eV/Å:
O 0.472 -0.320 0.015
H 0.016 0.091 -0.094
H -0.479 0.261 0.218
O 0.243 -0.087 0.298
H -0.074 0.198 -0.443
H -0.044 -0.132 0.070
O 0.088 0.431 -0.161
H 0.086 -0.183 0.004
H -0.053 -0.193 0.087
O -0.289 -0.081 0.365
H 0.399 -0.102 -0.154
H -0.008 0.018 -0.302
O 0.052 -0.056 0.114
H -0.040 -0.158 -0.089
H -0.244 0.247 0.036
O -0.371 0.090 0.155
H 0.379 -0.235 -0.055
H 0.021 0.042 -0.128
O -0.205 0.142 0.273
H -0.060 -0.132 -0.183
H 0.180 0.031 -0.001
O -0.159 -0.086 -0.111
H 0.060 0.106 -0.093
H 0.124 0.085 0.224
O -0.138 0.046 0.071
H 0.029 0.112 -0.038
H 0.017 -0.136 -0.079

## Properties
Energy relative to the best compared isomer or geometry (same formula, charge and spin) ... 43.3 kcal/mol
Kohn-Sham gap ... 0.3667 Ha
LUMO energy ... -0.2 eV

=====

energy relative to the best compared isomer or geometry (same formula, charge and spin) of number 2 (C20H19NO3)?
17.3 kcal/mol